A molecular structure, C21H39OPtS5Sb, computed with ωB97M-V with the def2-TZVPD basis set.

```
68
Properties=species:S:1:pos:R:3:forces:R:3
Pt -0.3322 -0.1419 0.8664 0.02 0.04 -0.09
Sb 2.5853 -0.7969 -1.4343 0.01 0.04 0.03
S -2.1275 -1.9668 -1.1968 0.01 0.00 0.03
S 1.5053 -1.5669 0.8722 -0.04 0.04 0.03
S 0.3405 0.3117 -1.2987 0.01 0.01 0.02
S 2.3009 -2.4589 -2.9083 0.02 -0.01 -0.02
S 2.8289 -0.9748 2.1931 0.01 0.01 -0.01
O -1.5615 -1.8356 0.2262 -0.02 0.00 -0.03
C -1.1171 1.3556 2.3560 -0.05 -0.07 0.04
C -3.6820 3.1540 -0.0007 0.00 0.00 0.00
C 1.7057 4.5648 1.6546 -0.01 0.01 0.01
C -4.6075 -2.5165 -0.1414 0.00 0.02 0.00
C 0.2775 1.5419 1.9393 0.03 0.06 0.03
C -0.2706 -0.1853 4.1735 0.00 0.00 0.01
C 2.7956 2.5673 0.6461 0.02 -0.01 0.01
C -1.4544 0.6698 3.6951 0.00 0.03 0.00
C -0.9697 2.9676 0.6690 0.00 0.04 -0.01
C -3.8642 0.7988 0.6831 -0.01 -0.02 0.01
C -1.0006 -3.0509 -2.0648 -0.02 0.00 -0.01
C -3.4720 -3.1327 -0.9388 0.00 0.00 0.00
C -1.8756 2.1208 1.4264 0.00 -0.08 -0.02
C -1.6641 1.7727 4.7463 0.00 -0.01 -0.01
C -3.3740 2.1779 1.1449 0.00 0.00 0.00
C -4.1662 2.6755 2.3627 0.00 0.01 0.01
C 1.3999 4.0736 -0.7845 0.00 0.00 0.00
C -1.3594 -3.1800 -3.5364 -0.01 -0.01 0.01
C 1.5489 3.4483 0.6028 -0.01 -0.01 -0.01
C -2.6594 -0.2765 3.6612 0.00 0.00 0.02
C 0.3115 2.6869 0.9895 0.01 -0.04 0.01
H 1.7730 4.1493 2.6627 0.00 0.00 -0.01
H 2.2994 4.6409 -1.0313 -0.01 -0.01 -0.01
H -3.3831 0.5359 -0.2628 -0.01 0.01 0.00
H 0.5532 4.7615 -0.8256 0.01 0.00 0.00
H -4.7547 3.1302 -0.1996 0.00 0.00 0.00
H -0.9797 -4.0034 -1.5324 0.00 0.00 0.01
H -2.5107 2.4143 4.5094 -0.01 0.01 -0.01
H 3.6691 3.1499 0.3465 -0.01 0.00 0.01
H -0.5384 -0.6535 5.1224 0.00 0.00 0.00
H -4.9448 0.8276 0.5200 0.00 0.00 0.00
H -0.7743 2.4024 4.8139 0.00 -0.01 0.00
H -3.7924 3.6472 2.6920 0.00 0.00 0.00
H 2.6218 5.1264 1.4583 -0.01 0.00 0.00
H -3.4145 4.1807 0.2540 0.00 -0.01 0.00
H -3.6396 0.0142 1.3987 -0.01 0.02 -0.04
H 0.6342 0.3969 4.3396 0.00 0.00 -0.01
H -2.7722 -0.7360 4.6452 0.00 0.00 0.00
H -0.5815 -3.7589 -4.0322 0.01 0.01 0.01
H -5.4019 -3.2494 -0.0029 0.00 0.00 -0.01
H -3.5985 0.2160 3.4272 0.02 -0.02 0.01
H -2.3150 -3.6819 -3.6982 0.02 0.00 0.00
H -3.0331 -3.9898 -0.4253 0.00 -0.01 0.00
H 2.9852 2.1685 1.6436 -0.01 0.00 -0.01
H 1.2542 3.2997 -1.5391 0.00 0.00 0.00
H -4.1301 1.9956 3.2074 0.00 0.02 0.00
H -4.2579 -2.2050 0.8418 0.00 0.00 0.00
H -1.2838 3.6775 -0.0761 0.00 0.00 0.01
H -0.0239 -2.5740 -1.9666 -0.03 -0.02 0.01
H 2.7027 1.7245 -0.0346 0.00 -0.02 -0.04
H -2.4995 -1.0787 2.9351 0.01 0.00 0.01
H -0.0232 -0.9867 3.4718 0.00 0.00 -0.01
H -3.1655 2.8743 -0.9200 0.00 0.00 0.01
H 0.8592 5.2525 1.6225 0.01 -0.01 0.00
H -1.8370 1.3256 5.7281 0.00 0.00 -0.01
H 1.1160 1.3471 2.5925 0.01 -0.01 0.00
H -3.7934 -3.4414 -1.9356 0.00 0.01 0.01
H -5.0283 -1.6496 -0.6518 0.00 -0.01 0.00
H -5.2136 2.7980 2.0792 0.00 0.00 0.00
H -1.3886 -2.1997 -4.0121 -0.01 0.01 -0.01
```
Positions in Å, forces in eV/Å.

Calculated values
HOMO level (spin up / spin down)   -0.2675 / -0.2661 Eh
Relative energy (zero: lowest compared OMol25 entry of this formula, charge and spin)   1.950 eV
Kohn-Sham gap (spin up / spin down)   5.602 / 5.477 eV

Atomic partial charges in e from the Mulliken method, atoms 1 to 8: 2.03 0.45 0.43 -0.15 -0.47 -0.61 -0.26 -0.79



A gas-phase ion, C21H40BCl2N4O4S2 (charge +1) in a non-equilibrium geometry, computed with ωB97M-V with the def2-TZVPD basis set.

```
74
Properties=species:S:1:pos:R:3:forces:R:3
Cl -3.5217 4.8511 1.3819 1.27 -2.05 -0.31
Cl -2.9447 4.0556 4.3364 0.87 -1.56 -1.44
S 5.7976 2.3716 -0.4706 -0.91 -1.94 -0.73
S 3.7999 0.8068 -2.1884 0.21 -0.09 1.59
O -4.1696 2.4274 -1.0006 1.33 -0.44 -0.38
O -5.5518 1.4426 0.9806 2.16 -1.45 -1.41
O -0.3086 5.8488 -0.8787 0.54 -1.42 -1.39
O -0.1580 3.7744 -0.5630 -1.19 -3.23 1.07
N -0.0036 -4.3641 0.2328 -0.22 1.31 -0.16
N -1.3515 1.8328 -1.6869 0.32 0.85 -2.33
N -0.2297 4.8381 -1.4778 -0.28 3.38 0.42
N 5.5000 -0.3874 -0.2778 -0.10 3.36 -0.01
C -2.5690 -3.8841 0.1401 -0.01 0.43 0.25
C -1.2282 -4.0216 1.0003 -0.58 -1.23 0.51
C 6.8759 -0.3676 0.2895 1.29 -1.71 0.49
C -2.5801 3.3195 1.6849 0.65 -0.59 2.20
C 1.0793 0.9652 -1.3023 -0.61 0.35 0.99
C 3.7677 -2.0910 0.3455 -0.03 0.23 0.14
C 5.1368 0.8871 -0.8842 0.56 0.77 0.72
C -2.8798 -1.7715 -1.4829 0.90 0.11 -0.94
C -0.0384 1.4631 -2.3241 2.19 -0.65 -0.48
C 2.4313 1.8013 -1.3972 -0.02 0.50 0.12
C -2.3212 0.7429 -1.2679 -1.89 -1.17 -0.52
C -1.5230 1.6990 3.4954 0.16 -0.01 0.43
C -1.3873 3.0435 -0.7548 -0.83 1.37 1.38
C -2.1051 2.3911 0.5200 -0.17 0.03 -1.34
C -1.7936 -0.7096 -0.9319 -0.14 -0.76 0.54
C 4.4510 -0.6713 0.7479 -1.63 -2.65 -0.38
C -2.3149 2.9684 3.0155 -0.39 0.46 -1.46
C -2.3835 -3.2812 -1.3231 -1.07 0.24 -0.05
C 7.3963 -1.8906 0.2775 0.04 0.64 -0.80
C -3.2698 1.5469 -0.2589 0.61 0.67 0.05
C -4.0542 -0.5964 1.5499 -0.61 0.06 0.68
B -4.2939 0.7802 0.7446 -1.82 0.07 1.31
H -2.9309 0.5645 -2.2216 0.73 0.25 1.23
H -3.0053 -3.9378 -2.0227 0.82 1.07 0.81
H 4.0267 -2.8981 1.1060 -0.47 1.00 -1.05
H 4.1276 -2.4125 -0.6802 -0.36 0.43 1.31
H 6.8833 -0.0129 1.3714 0.05 0.00 -1.47
H -3.2866 -3.2351 0.7504 0.86 -0.84 -0.94
H 3.6064 0.0835 0.7517 1.33 -0.57 0.08
H 7.1345 -2.3047 -0.7540 0.30 0.35 1.46
H -1.5829 -0.8745 0.1803 -0.39 0.38 -1.44
H 6.9050 -2.5091 1.0843 0.65 0.61 -0.90
H -1.3846 1.5333 0.7602 -0.91 1.47 0.72
H 7.6125 0.2177 -0.3531 -1.39 -0.52 0.88
H 2.6423 -1.9689 0.2784 1.20 -0.31 0.25
H -3.9230 -1.5770 -1.1007 1.19 -0.33 -0.20
H -6.2813 0.7978 0.9492 0.31 0.37 0.63
H -1.4023 -4.8940 1.7210 0.15 1.27 -0.83
H 8.5344 -1.9112 0.3524 -1.57 -0.04 0.23
H -4.6437 -0.5077 2.5284 0.78 -0.09 -1.28
H -2.2083 0.8456 3.8252 0.69 1.37 -0.35
H -3.0853 -4.8915 0.0457 0.85 1.14 0.15
H 1.2365 -0.1632 -1.3745 0.00 1.64 -0.10
H 0.6601 1.1440 -0.2508 0.56 -0.29 -1.29
H 2.7670 2.1693 -0.3698 -0.34 -0.65 -1.44
H -2.9134 -1.5775 -2.6133 -0.08 -0.19 1.43
H -0.8320 1.2508 2.7163 -0.90 0.81 0.70
H -0.8538 1.9706 4.3794 -1.07 -0.26 -1.15
H -2.0459 3.8082 -1.2646 0.15 -1.21 0.74
H -4.5502 -1.4633 0.9963 0.93 0.96 0.72
H -1.3274 -3.3206 -1.7261 -1.06 -0.10 0.67
H -1.8518 2.2318 -2.5028 0.48 -0.36 0.45
H -2.9870 -0.8089 1.8517 -1.14 -0.08 -0.61
H -0.2017 0.6541 -3.0990 -0.29 1.00 0.91
H 4.8548 -0.8224 1.7953 -0.11 0.72 -1.33
H -0.8286 -1.0016 -1.4584 -1.15 0.79 0.48
H 0.3834 -3.4818 -0.1395 -0.07 -0.74 0.22
H -1.0261 -3.1238 1.6705 -0.21 -0.95 -1.08
H 0.3603 2.3708 -2.8867 -0.78 -1.04 0.86
H 2.2871 2.7330 -2.0282 0.09 -1.11 0.76
H -0.2014 -4.9318 -0.5967 -0.09 0.06 0.55
H -3.9234 2.4343 -1.9432 -0.35 0.07 0.48
```
Positions in Å, forces in eV/Å.

Calculated values
HOMO level   -0.3923 Eh
Total charge   +1
Kohn-Sham gap   6.812 eV

Atomic partial charges in e from the Mulliken method, atoms 1 to 8: -0.14 -0.18 -0.16 -0.06 -0.55 -0.67 -0.26 -0.11



A molecular structure, C21H40BaFO17V2 in a non-equilibrium geometry, computed with ωB97M-V with the def2-TZVPD basis set.

```
82
Properties=species:S:1:pos:R:3:forces:R:3
Ba -2.3275 -4.2556 -3.4121 0.68 0.96 0.02
V -0.1287 3.9636 -0.1079 0.20 -0.60 1.58
V -5.1602 -1.5269 -1.6186 2.00 2.28 -1.36
F -3.9643 -2.0801 -3.2386 -0.69 -0.94 1.22
O -0.1230 1.8588 0.5531 1.29 -0.49 -0.60
O -0.6411 -2.0877 -4.6133 -0.32 -0.52 0.53
O 1.8221 0.6529 2.7537 -0.89 0.28 0.52
O -6.3878 2.2218 -0.0782 2.69 0.09 -1.23
O -2.1275 4.0525 0.5481 -1.96 -0.43 -0.57
O -1.3682 3.3495 -1.7390 -0.04 -0.25 -0.31
O 0.1124 4.3350 2.1142 -0.69 0.16 -0.44
O 2.0888 4.3224 0.2306 0.50 -0.08 -0.81
O -1.4608 -3.0092 -1.2004 0.17 -0.16 -0.61
O 4.7087 -0.0785 -1.1290 -0.33 -0.40 -0.41
O -3.3524 -1.0585 -0.6510 -1.30 -1.21 -0.15
O 1.5639 -3.7517 1.3778 -0.27 -0.21 0.01
O -5.7203 0.1178 3.8094 0.04 -0.19 -0.46
O 0.3089 -4.9300 -2.4295 0.52 0.53 -0.54
O 1.8973 -0.0627 -0.0516 -1.14 0.42 0.01
O 5.9786 -2.5802 1.3190 0.19 0.22 -0.04
O -5.1640 0.6447 -2.0769 -0.19 -0.15 1.32
C 0.6928 -0.3329 -0.0991 2.19 0.69 0.63
C -4.5955 1.6969 -1.5994 0.67 -2.71 -2.92
C -5.1970 2.4186 -0.4647 -3.79 -0.28 1.73
C 3.1243 3.3727 0.6202 0.08 -0.03 0.45
C -3.3658 2.0658 -2.1896 0.75 1.80 2.03
C -1.0586 -1.9245 -0.7884 -1.01 0.25 1.35
C 2.2583 -0.5401 3.4209 0.84 0.01 -0.87
C -3.0345 3.5197 -0.1504 1.50 0.70 0.87
C 1.6115 -5.0250 -3.0883 0.41 -0.30 0.07
C 0.3366 -1.6359 -0.4762 -2.03 -0.60 -1.32
C -2.1629 -0.8777 -0.3812 1.72 1.33 0.11
C -4.6718 0.2306 2.8851 0.97 0.53 0.26
C -4.3742 3.2693 0.2901 1.24 1.25 0.61
C 4.6373 -2.6339 1.7219 -0.38 -0.13 -0.28
C 5.2333 1.0981 -1.7104 0.81 0.89 1.35
C 0.4741 -4.6388 1.6295 -0.56 -0.12 -1.41
C -0.3780 0.6638 0.2699 -0.46 2.61 0.33
C -1.3006 -0.8370 -4.4069 0.49 1.13 0.00
C -0.5054 5.4612 2.7784 0.72 0.43 0.40
C -2.5548 3.0315 -1.4784 -0.14 -1.36 -1.19
C -1.7260 0.3380 0.2199 -0.77 -2.57 -0.68
H -0.4588 -4.0877 1.7912 0.17 -0.02 0.96
H 1.2634 -3.1491 0.6920 0.29 -0.11 0.42
H 4.1718 -3.6134 1.5855 0.28 -0.26 0.39
H -1.0317 6.1014 2.0748 -0.01 -0.31 -0.27
H 0.6303 3.8482 2.7654 0.07 -0.15 -0.19
H 3.3442 -0.4502 3.4833 -0.02 -0.43 0.29
H 2.2582 -5.6801 -2.5034 -0.15 -0.18 -0.15
H 4.9742 1.3177 -2.7466 -0.10 -0.44 -0.04
H 4.9859 1.9754 -1.0942 -0.31 -0.08 -0.27
H 2.7470 2.3628 0.4854 -0.09 0.10 0.17
H 2.0081 -1.4104 2.8071 0.07 -0.13 0.19
H -5.3872 -0.3916 4.5560 -0.19 0.06 0.08
H -1.1916 5.1613 3.5673 0.02 -0.19 -0.07
H 0.2006 -5.2134 0.7268 0.47 -0.15 -0.03
H 1.5059 -5.4120 -4.0973 -0.15 -0.03 0.05
H 2.1089 -4.0524 -3.1110 -0.26 0.07 -0.18
H 2.5996 5.1406 0.1445 -0.67 0.18 -0.18
H -4.3359 -0.7109 2.4297 -0.27 -0.14 0.03
H 6.1067 -2.7701 0.3863 -0.26 -0.01 -0.03
H 0.3140 6.0491 3.1961 -0.27 0.14 0.18
H 1.8459 -0.6841 4.4159 -0.28 0.48 -0.07
H 3.9010 0.1068 -0.6473 0.04 0.09 -0.08
H -1.7831 -0.7952 -3.4294 -0.42 -0.63 -0.22
H -2.8990 1.4865 -2.9740 -0.35 0.08 -0.17
H 4.6420 -2.3204 2.7609 -0.18 -0.27 0.14
H -3.7878 0.6773 3.3626 0.08 -0.14 0.01
H 3.9318 -1.9749 1.1920 0.41 0.46 -0.22
H 0.5763 -4.3977 -1.6729 -0.82 -0.20 0.40
H -2.4827 1.0393 0.5341 0.13 0.05 0.14
H -4.6820 3.7516 1.2098 -0.36 -0.17 -0.03
H 4.0319 3.4954 0.0286 -0.25 0.15 -0.16
H -0.5915 -0.0051 -4.3261 0.23 -0.22 -0.38
H 0.7510 -5.3789 2.3697 -0.10 0.37 0.41
H 1.1173 -2.3196 -0.7787 0.08 0.07 -0.12
H 0.0126 -1.9781 -5.3143 -0.04 -0.10 0.02
H 3.3698 3.5992 1.6600 -0.02 -0.44 -0.03
H -1.9767 -0.6252 -5.2335 -0.27 0.01 0.25
H 1.8092 0.4949 1.8081 0.38 0.02 0.18
H 6.3148 1.0579 -1.5544 -0.02 -0.20 -0.64
H -4.9124 0.9368 2.0875 -0.56 -0.14 0.03
```
Positions in Å, forces in eV/Å.

Calculated values
HOMO level (spin up / spin down)   -0.5474 / -0.5468 Eh
⟨S²⟩   20.095
Total charge   +3
2S+1   9
Relative energy (zero: lowest compared OMol25 entry of this formula, charge and spin)   0.000 eV
Kohn-Sham gap (spin up / spin down)   5.205 / 3.315 eV

Atomic partial charges in e from the Mulliken method, atoms 1 to 8: 1.82 0.74 1.19 -0.73 -0.65 -0.50 -0.45 -0.48